Molecular formula: C8H4BrClFN
Method: DFT, ωB97M-V with the def2-TZVPD basis set

Structure (ORCA input):
```
! RIJCOSX wB97M-V def2-TZVPD def2/J DEFGRID3
* xyz 0 1
C 0.387 -2.335 0.234
C -2.166 0.239 -0.146
C -1.398 1.409 -0.204
C -1.545 -0.973 -0.062
C -0.033 1.450 -0.038
C -0.113 -1.036 0.006
C 0.592 0.190 0.130
C 2.099 0.238 0.279
N 0.749 -3.390 0.086
F 2.734 -0.829 -0.176
Cl 2.500 0.245 2.029
Br 2.888 1.667 -0.739
H -3.264 0.331 -0.436
H -1.811 2.342 -0.490
H -2.090 -1.860 -0.254
H 0.469 2.313 -0.221
*
```

Output
* E_tot: -95132.025 eV
* E_LUMO: -0.011 Eh
* SMILES string: N#Cc1ccccc1[C@](F)(Cl)Br
* energy relative to the best compared isomer or geometry (same formula, charge and spin): 0.0 kcal/mol